The following is a quantum chemistry calculation of a molecular structure, C23H42Cl3N4O3SSiSm in a non-equilibrium geometry, from the OMol25 dataset.

```
! wB97M-V def2-TZVPD RIJCOSX def2/J DEFGRID3
* xyz 0 6
C -1.435 -1.191 -3.296
C -1.139 -2.251 -2.276
H -1.185 -1.508 -4.316
H -0.865 -0.277 -3.064
H -2.505 -0.921 -3.272
C -0.662 -3.478 -2.547
C -0.423 -4.039 -3.909
H -0.461 -4.174 -1.728
H -0.485 -3.280 -4.696
H -1.164 -4.819 -4.137
H 0.562 -4.522 -3.981
Sm 0.094 1.148 0.377
Cl -2.420 1.768 1.051
Cl 0.509 2.461 -1.829
C -0.655 -0.742 2.975
O 0.279 -0.052 2.475
N -0.468 -1.614 3.961
C 0.857 -1.806 4.543
C -1.541 -2.483 4.421
H -1.700 -0.653 2.623
H 1.580 -1.131 4.071
H 1.171 -2.850 4.404
H 0.809 -1.611 5.623
H -2.429 -2.316 3.801
H -1.783 -2.271 5.470
H -1.240 -3.532 4.337
H 1.380 -0.954 -2.687
H 2.144 -3.337 -1.532
C 2.372 -0.617 -2.351
C 3.058 -2.765 -1.302
N 2.755 -1.346 -1.146
H 2.334 0.458 -2.142
C 2.814 -0.771 0.061
O 2.397 0.388 0.311
H 3.486 -3.138 -0.359
H 3.257 -1.414 0.842
H 3.098 -0.836 -3.144
H 3.773 -2.912 -2.122
O -0.559 -0.806 -0.471
C -1.426 -1.804 -0.845
C -0.225 -3.466 0.667
C -1.423 -2.928 0.196
H 0.717 -3.039 0.307
C -0.248 -4.523 1.587
H -2.457 -1.391 -0.885
C -2.645 -3.425 0.643
H 0.694 -4.941 1.948
C -1.476 -5.025 2.033
C -2.673 -4.475 1.560
H -3.563 -2.978 0.254
H -1.499 -5.858 2.741
H -3.631 -4.859 1.914
Si 0.318 5.553 -4.674
Cl -0.029 3.988 -5.987
C 2.102 5.387 -4.120
C -0.922 5.363 -3.286
C 0.043 7.172 -5.593
H 2.255 4.418 -3.627
H 2.351 6.185 -3.408
H 2.781 5.461 -4.979
H 0.752 7.288 -6.423
H 0.177 8.021 -4.907
H -0.974 7.220 -6.002
H -0.746 4.411 -2.762
H -1.948 5.364 -3.676
H -0.819 6.181 -2.560
S 1.106 3.450 1.933
C 0.418 3.054 3.431
N -0.890 2.803 3.681
C -1.132 2.336 5.036
C 0.277 2.234 5.619
N 1.080 2.909 4.611
H -1.597 2.756 2.932
H -1.676 1.383 5.015
H -1.725 3.060 5.606
H 0.592 1.185 5.716
H 0.360 2.716 6.595
H 2.089 3.004 4.670
*
```

**LUMO level (spin up / spin down)**: 0.06 / 0.06 eV
**Energy relative to the best compared isomer or geometry (same formula, charge and spin)**: 0.0 kJ/mol
**Max |F|**: 1.84 eV/Å
**Highest occupied orbital energy (spin up / spin down)**: -8.47 / -8.49 eV